Entry 1:
{
  "formula": "C6H17N2",
  "method": "ωB97M-V with the def2-TZVPD basis set",
  "largest_force_ev_per_a": 3.115,
  "e_above_lowest_ev": 5.3730,
  "e_homo_ev": [-19.63, -19.64],
  "multiplicity": 2,
  "molar_mass_g_mol": 117.22,
  "total_charge": 2,
  "energy_ev": -9454.0483,
  "elements": ["N", "C", "C", "C", "N", "C", "C", "C", "H", "H", "H", "H", "H", "H", "H", "H", "H", "H", "H", "H", "H", "H", "H", "H", "H"],
  "xyz": [[-0.102, -0.454, 0.703], [-0.425, -1.598, 1.279], [0.008, -2.894, 0.397], [0.124, -1.741, 2.747], [-0.262, 2.487, 0.258], [-0.868, 2.320, -1.043], [0.267, 2.120, -2.112], [0.822, 0.701, -2.177], [-0.741, 3.083, 0.942], [0.911, -0.272, 0.829], [-0.091, 1.563, 0.693], [-1.518, -1.625, 1.318], [-0.877, -3.520, 0.356], [0.897, -3.385, 0.793], [0.348, -2.578, -0.588], [-0.241, -0.887, 3.313], [-0.201, -2.706, 3.134], [1.209, -1.656, 2.853], [-1.317, 3.276, -1.302], [-1.565, 1.479, -0.966], [-0.146, 2.392, -3.082], [0.983, 2.894, -1.841], [-0.037, 0.025, -2.151], [1.413, 0.499, -1.295], [1.410, 0.477, -3.058]]
}



Entry 2:
{
  "formula": "C4H10BrPS",
  "method": "ωB97M-V with the def2-TZVPD basis set",
  "largest_force_ev_per_a": 4.166,
  "e_above_lowest_ev": 1.6951,
  "e_homo_ev": -8.44,
  "molar_mass_g_mol": 201.07,
  "energy_ev": -94475.5860,
  "elements": ["C", "C", "C", "C", "P", "S", "Br", "H", "H", "H", "H", "H", "H", "H", "H", "H", "H"],
  "xyz": [[-0.345, -1.679, -0.999], [1.197, -1.561, 0.893], [-0.739, 2.620, -0.587], [0.579, -0.863, -0.254], [-0.572, 1.136, 0.749], [-2.244, 0.898, 1.657], [1.290, 2.173, 1.872], [0.126, -2.570, -1.552], [-1.104, -2.201, -0.394], [-0.763, -1.090, -1.788], [0.334, -2.135, 1.294], [1.572, -0.915, 1.762], [1.933, -2.184, 0.461], [-1.735, 2.416, -0.871], [-0.944, 3.637, -0.215], [0.107, 2.490, -1.246], [1.307, -0.172, -0.781]]
}